Record 1
{
  "formula": "C4H8O",
  "method": "ωB97M-V/def2-TZVPD",
  "multiplicity": 1,
  "homo_energy_ev": -9.779,
  "smiles": "CCCC=O",
  "energy_ha": -232.42915,
  "de_lowest_kcal_mol": 10.3,
  "gap_ha": 0.39685,
  "symbols": ["C", "C", "C", "C", "O", "H", "H", "H", "H", "H", "H", "H", "H"],
  "coordinates": [[-1.54412, 0.71584, 0.64785], [-0.58027, -0.27449, -0.04721], [0.87254, 0.14073, 0.00308], [1.74735, -0.78580, -0.81155], [1.65755, -1.98426, -0.76867], [-2.53973, 0.58230, 0.24331], [-1.63853, 0.57467, 1.72154], [-1.17426, 1.73138, 0.47597], [-0.73176, -1.28420, 0.33173], [-0.88857, -0.26996, -1.10317], [1.05181, 1.18598, -0.25755], [1.25104, -0.02097, 1.02380], [2.51694, -0.31120, -1.45913]]
}

Record 2
{
  "formula": "C28H34ClN7P2S3Tl",
  "method": "ωB97M-V/def2-TZVPD",
  "multiplicity": 1,
  "homo_energy_ev": -10.548,
  "energy_ha": -3980.44810,
  "total_charge": 1,
  "de_lowest_kcal_mol": 4.6,
  "gap_ha": 0.26245,
  "symbols": ["Tl", "N", "C", "S", "N", "N", "C", "C", "C", "C", "C", "C", "C", "C", "C", "C", "C", "C", "N", "H", "H", "H", "H", "H", "H", "H", "H", "H", "H", "H", "C", "P", "C", "C", "C", "P", "C", "C", "H", "H", "H", "H", "H", "H", "H", "H", "H", "H", "H", "H", "H", "H", "H", "H", "S", "C", "N", "Cl", "C", "C", "C", "C", "N", "C", "H", "H", "H", "H", "S", "C", "C", "N", "C", "H", "H", "H"],
  "coordinates": [[-0.32181, -0.21096, -0.42014], [4.24388, 0.44950, -1.14560], [2.95598, 0.47508, -0.73784], [1.76651, 0.19191, -1.97377], [2.76081, 0.72391, 0.52758], [1.47903, 0.86830, 0.92492], [1.26732, 1.36310, 2.08965], [2.34879, 1.70242, 3.04790], [2.47867, 3.00408, 3.52335], [3.48202, 3.31853, 4.42816], [4.34425, 2.32944, 4.87849], [4.20863, 1.02684, 4.41655], [3.22205, 0.71480, 3.49518], [-0.13978, 1.63202, 2.47303], [-0.50000, 1.81163, 3.80538], [-1.82215, 2.09100, 4.11202], [-2.74121, 2.19720, 3.08295], [-2.30143, 1.98352, 1.78647], [-1.03880, 1.69979, 1.48374], [4.45421, 0.40562, -2.12591], [4.94647, 0.78065, -0.50433], [1.79748, 3.77494, 3.18093], [3.58622, 4.33495, 4.78507], [5.12000, 2.57170, 5.59331], [4.87683, 0.25360, 4.77286], [3.12202, -0.29504, 3.11830], [0.24636, 1.72694, 4.58207], [-2.12622, 2.22774, 5.14133], [-3.78041, 2.42762, 3.27199], [-2.99441, 2.02458, 0.95538], [-2.69377, -2.56233, -2.71338], [-0.97181, -2.10608, -2.35375], [-0.35541, -1.59211, -3.99611], [-0.14892, -3.72590, -2.12895], [1.34922, -3.64724, -1.83050], [1.66824, -2.90983, -0.16563], [1.34384, -4.34292, 0.93120], [3.49773, -2.88705, -0.17411], [-2.72025, -3.21202, -3.59057], [-3.29066, -1.67153, -2.90657], [-3.10357, -3.09438, -1.85788], [-0.38828, -2.45961, -4.65840], [0.66685, -1.22338, -3.94230], [-0.98693, -0.81415, -4.42347], [-0.33849, -4.28265, -3.05200], [-0.68393, -4.23877, -1.32771], [1.86462, -3.01906, -2.56235], [1.78373, -4.64730, -1.90475], [1.95577, -5.20659, 0.66285], [0.29127, -4.61922, 0.88919], [1.57166, -4.05741, 1.95916], [3.91657, -3.88666, -0.30504], [3.85572, -2.47003, 0.76821], [3.85243, -2.24129, -0.97625], [-1.20643, -1.30045, 1.70931], [-1.77858, -2.68417, 0.97451], [-2.21861, -3.62155, 0.45574], [-2.59844, 2.22050, -5.29414], [-1.80309, 2.55112, -3.80291], [-1.34199, 3.82107, -3.49616], [-0.71785, 4.01199, -2.27431], [-0.57021, 2.93863, -1.41300], [-1.02983, 1.72667, -1.71858], [-1.63330, 1.53062, -2.88517], [-1.47278, 4.63342, -4.19820], [-0.34083, 4.98507, -1.99149], [-0.07353, 3.03557, -0.45567], [-2.02272, 0.54130, -3.08203], [-5.99219, -0.48327, -0.16823], [-5.65468, 1.03384, -0.88312], [-4.31826, 1.15149, -1.09318], [-3.55854, 0.07741, -0.69404], [-4.32242, -0.84527, -0.18257], [-6.42836, 1.74846, -1.11155], [-3.84504, 2.02459, -1.51693], [-3.94926, -1.78489, 0.21175]]
}

Record 3
{
  "formula": "C5H9NO2",
  "method": "ωB97M-V/def2-TZVPD",
  "multiplicity": 1,
  "homo_energy_ev": -9.198,
  "energy_ha": -400.88337,
  "de_lowest_kcal_mol": 184.1,
  "gap_ha": 0.36116,
  "symbols": ["C", "C", "C", "C", "C", "H", "H", "H", "H", "H", "H", "H", "H", "H", "N", "O", "O"],
  "coordinates": [[0.18707, 0.51633, 0.17820], [-1.00447, 0.38207, 1.04333], [-0.97747, -1.44051, -0.27067], [0.51550, -0.83131, -0.62706], [1.68553, 0.26569, 0.59095], [-0.71424, 2.60525, -0.48786], [-0.58270, 0.98740, -1.74169], [-0.58917, -0.34588, 1.90455], [-1.26419, 1.32890, 1.48383], [-0.59720, -2.26312, 0.26049], [-1.26016, -1.54286, -1.40598], [0.63084, -1.00902, -1.83555], [1.77475, 0.15374, 1.69463], [2.18183, 1.07964, 0.04151], [0.16846, 1.51830, -0.99012], [-1.89465, -0.32156, 0.08754], [1.74027, -1.08307, 0.07390]]
}

Record 4
{
  "formula": "C24H31BrCl2PdSSi2Te",
  "method": "ωB97M-V/def2-TZVPD",
  "multiplicity": 3,
  "homo_energy_ev": [-7.428, -7.683],
  "energy_ha": -5800.57399,
  "de_lowest_kcal_mol": 8.9,
  "gap_ha": [0.28643, 0.24417],
  "symbols": ["Pd", "Br", "C", "C", "C", "C", "C", "C", "C", "C", "C", "C", "H", "H", "H", "H", "H", "H", "Cl", "C", "C", "C", "C", "C", "Cl", "C", "S", "H", "H", "H", "C", "Si", "C", "C", "C", "Te", "C", "Si", "C", "C", "C", "H", "H", "H", "H", "H", "H", "H", "H", "H", "H", "H", "H", "H", "H", "H", "H", "H", "H", "H", "H", "H", "H"],
  "coordinates": [[-0.12708, 0.12832, 0.57769], [-2.64300, -1.35096, 1.41542], [-3.59241, 0.34698, 1.55583], [-4.89625, 0.23055, 1.97584], [-5.71405, 1.40364, 1.89380], [-5.17041, 2.56849, 1.55820], [-3.85745, 2.72571, 1.09487], [-3.37818, 3.91774, 0.48904], [-2.14684, 3.97624, -0.09527], [-1.33305, 2.82187, -0.12671], [-1.66761, 1.62524, 0.46995], [-2.97387, 1.54439, 1.07234], [-5.23235, -0.68219, 2.45074], [-6.71463, 1.28532, 2.25637], [-5.82262, 3.43816, 1.58440], [-4.09590, 4.77133, 0.57076], [-1.78924, 4.78084, -0.60329], [-0.27371, 2.88854, -0.41543], [0.79638, 1.36784, 2.82503], [2.48033, 1.56172, 2.43798], [3.31867, 1.91831, 3.51702], [4.64729, 2.17532, 3.32323], [5.11147, 2.02567, 2.03713], [4.32659, 1.71724, 0.96010], [5.03464, 1.75100, -0.62947], [2.97419, 1.41522, 1.12257], [1.99618, 0.86624, -0.21648], [2.88909, 1.96190, 4.49579], [5.42247, 2.27006, 4.07409], [6.15255, 2.14145, 1.98441], [-0.64755, 0.01366, -5.72284], [-0.76228, 0.14465, -3.88515], [-0.37392, 1.84052, -3.16484], [-2.33873, -0.53217, -3.29161], [0.52231, -1.03277, -3.06311], [-0.04575, -2.00167, -1.28102], [1.87272, -2.69820, -0.55295], [1.78926, -3.58905, 1.17420], [3.29560, -4.60378, 1.45953], [1.44439, -2.23802, 2.41462], [0.28814, -4.71311, 1.25695], [-1.50299, 0.49047, -6.11310], [-0.51594, -0.91397, -6.27619], [0.15581, 0.62155, -6.01576], [-1.22573, 2.35889, -2.77786], [0.23410, 2.46504, -3.86285], [0.22136, 1.73576, -2.25919], [-3.15067, -0.14331, -3.87895], [-2.48745, -0.41036, -2.20527], [-2.32612, -1.63069, -3.36795], [1.38729, -0.41772, -2.83703], [0.76646, -1.74653, -3.81301], [2.58398, -1.87353, -0.49441], [2.26619, -3.26545, -1.42563], [4.25018, -4.10158, 1.16309], [3.26203, -5.47198, 0.80789], [3.21536, -4.93376, 2.51941], [2.31549, -1.61940, 2.57923], [1.17573, -2.67402, 3.35528], [0.56600, -1.68749, 1.99067], [0.25969, -5.30969, 0.35229], [-0.68054, -4.17624, 1.52211], [0.46444, -5.47822, 2.03746]]
}

Record 5
{
  "formula": "C21H47OP3SSn",
  "method": "ωB97M-V/def2-TZVPD",
  "multiplicity": 1,
  "homo_energy_ev": [-18.536, -18.535],
  "energy_ha": -2538.47535,
  "total_charge": 4,
  "de_lowest_kcal_mol": 43.9,
  "gap_ha": [0.09065, 0.08858],
  "symbols": ["Sn", "P", "P", "P", "H", "C", "C", "H", "C", "C", "C", "C", "C", "C", "C", "C", "C", "H", "H", "H", "H", "H", "H", "H", "H", "H", "H", "H", "H", "H", "H", "H", "H", "H", "H", "H", "H", "H", "H", "H", "H", "H", "H", "H", "H", "H", "C", "C", "C", "C", "C", "C", "S", "H", "H", "H", "H", "H", "H", "C", "C", "O", "C", "C", "H", "H", "H", "H", "H", "H", "H", "H", "H", "H"],
  "coordinates": [[1.86212, 0.72485, 0.97974], [-0.09938, 0.82679, -1.63046], [1.60439, -2.54922, -0.69757], [3.25335, 1.98255, -0.97819], [-2.47217, 1.28081, 4.21331], [-1.89387, 2.20239, 4.03428], [-2.15895, 3.00227, 2.98706], [-2.89900, 2.72846, 2.23004], [-1.81522, 0.17026, -1.51447], [0.22705, 0.20617, -3.33352], [-0.53297, 2.56002, -2.03910], [2.45278, -3.41807, 0.62455], [0.17569, -3.48752, -1.25024], [2.72634, -2.13614, -2.02026], [3.04563, 3.79964, -0.83799], [3.39525, 1.75015, -2.78706], [4.95590, 1.66967, -0.38165], [-1.13415, 2.46173, 4.78780], [-1.61188, 3.93438, 2.82973], [-2.43624, 0.87095, -0.94163], [-1.81130, -0.79767, -0.99863], [-2.22996, 0.05191, -2.52662], [0.16906, -0.88954, -3.36277], [1.20930, 0.52806, -3.69684], [-0.55493, 0.62232, -3.98070], [-1.24128, 2.93128, -1.28840], [-1.00479, 2.58041, -3.02907], [0.35773, 3.19898, -2.03889], [2.87650, -4.34834, 0.22425], [1.73926, -3.64303, 1.43055], [3.25460, -2.79246, 1.03317], [0.44415, -4.55753, -1.24267], [-0.10534, -3.18348, -2.26915], [-0.67258, -3.30883, -0.56771], [3.26082, -3.05161, -2.31710], [3.45486, -1.38129, -1.69428], [2.18606, -1.74544, -2.89068], [4.03067, 4.28222, -0.76841], [2.46878, 4.05734, 0.06412], [2.51448, 4.17418, -1.72543], [4.32444, 2.21030, -3.15419], [2.55416, 2.21939, -3.30983], [3.42022, 0.68393, -3.04307], [5.51710, 2.61177, -0.30501], [5.46669, 0.99464, -1.08380], [4.93935, 1.19470, 0.61001], [3.25814, 3.25459, 3.83560], [4.46056, 2.68459, 4.32163], [5.09786, 3.26154, 5.42399], [4.56369, 4.40044, 6.04986], [3.35599, 4.94283, 5.59339], [2.69986, 4.38052, 4.50310], [2.47646, 2.75155, 2.39511], [1.06759, -1.36745, -0.08720], [4.87515, 1.81035, 3.82087], [6.03505, 2.83237, 5.79667], [5.09100, 4.86831, 6.88487], [2.93153, 5.82016, 6.08352], [1.77017, 4.80286, 4.12569], [-1.78816, -2.13132, 3.73953], [-1.33156, -2.35698, 2.31303], [-1.90278, -1.51524, 1.30535], [-3.15354, -0.85016, 1.53765], [-4.28633, -1.48861, 0.75092], [-1.66363, -1.09090, 4.05689], [-1.17005, -2.75628, 4.39148], [-2.82439, -2.44917, 3.88587], [-0.24169, -2.20211, 2.23204], [-1.54336, -3.39431, 2.00518], [-3.39947, -0.84371, 2.60775], [-3.00875, 0.18904, 1.20691], [-4.65498, -2.38625, 1.26385], [-5.12614, -0.78647, 0.67694], [-3.98775, -1.76521, -0.27042]]
}

Record 6
{
  "formula": "C4H6Br2O",
  "method": "ωB97M-V/def2-TZVPD",
  "multiplicity": 3,
  "homo_energy_ev": [-5.475, -9.870],
  "energy_ha": -5379.04668,
  "de_lowest_kcal_mol": 44.1,
  "gap_ha": [0.22286, 0.21251],
  "symbols": ["C", "C", "C", "C", "O", "Br", "Br", "H", "H", "H", "H", "H", "H"],
  "coordinates": [[0.01926, 0.02156, 1.20027], [0.52506, -0.32546, -0.18550], [-0.56611, -1.13820, 0.48935], [0.39313, 0.70385, -1.29543], [-0.17216, -2.35642, 0.82307], [2.29943, -1.20671, -0.27757], [-2.43920, -1.04962, -0.34050], [0.81200, -0.04164, 1.93555], [-0.62448, 0.87558, 1.33467], [0.27709, 0.30042, -2.28236], [1.19253, 1.34411, -1.44818], [-0.44123, 1.24431, -1.18204], [0.43444, -2.80583, 0.17305]]
}

Q: What is the multiplicity in the second record?
A: 1